No. 1
Density functional theory data (ωB97M-V/def2-TZVPD) for a cluster of 2 separate species, C7H10O3 in total.

Structure (XYZ):
```
20
Properties=species:S:1:pos:R:3:nbo_charge:R:1
C 0.3372 1.3701 1.1541 -0.438
C 1.1057 0.2929 1.3172 -0.143
C 1.6111 -0.1386 2.6828 -0.516
C 1.1898 -1.4910 3.0390 -0.016
C 0.9067 -2.5882 3.4079 -0.226
C -0.3656 -0.3916 -1.6414 -0.195
C -1.3913 0.6441 -1.9994 0.760
H 0.1171 1.8557 0.2123 0.211
H -0.0295 1.8927 2.0293 0.201
H 1.5016 -0.2766 0.4804 0.208
H 1.3030 0.5634 3.4585 0.238
H 2.7106 -0.1219 2.6569 0.248
H 0.6432 -3.5806 3.6958 0.237
H 0.1631 -0.0303 -3.4289 0.494
H -0.8341 -1.3566 -1.4313 0.195
H 0.1054 -0.0452 -0.7311 0.197
H -1.8650 0.7931 -0.1492 0.495
O 0.5679 -0.4964 -2.6764 -0.709
O -2.0630 1.2058 -1.0012 -0.656
O -1.5271 1.0556 -3.1417 -0.587
```

## Properties
Relative energy (zero: lowest compared OMol25 entry of this formula, charge and spin) ... 59.12 kcal per mole
Lowest unoccupied orbital energy ... 0.6 eV
Largest force on an atom ... 0.0382 hartree/bohr
Gap between HOMO and LUMO ... 10.99 eV
Calculated total energy ... -498.34847 hartree



No. 2
Density functional theory data (ωB97M-V/def2-TZVPD) for a cluster of 2 separate species, C7H10O3S in total.

Structure (XYZ):
```
21
Properties=species:S:1:pos:R:3:nbo_charge:R:1
C -0.3302 -0.3989 -2.7834 -0.213
C -1.4320 2.0159 -0.5410 -0.373
C 0.7430 -0.8805 -3.0198 -0.252
C -0.2949 1.4580 -0.2652 -0.245
C -0.0979 0.4095 0.7263 -0.409
C 1.5241 -1.0516 2.1741 -0.688
C 1.1261 0.0071 1.1298 0.405
O -2.6123 0.0268 1.2686 -0.975
O -1.4752 -1.5325 -0.1875 -0.916
O 2.3033 0.5009 0.7013 -0.682
S -1.4135 -0.7671 1.2478 1.542
H -1.0737 0.0310 -2.2519 0.225
H -2.3068 -2.0074 -0.3437 0.505
H -1.6989 2.9296 -1.2283 0.210
H -2.2169 1.7763 0.1378 0.225
H 1.5662 -1.3984 -3.4668 0.232
H 0.5579 1.6328 -0.8167 0.198
H 0.8473 -1.2504 3.0958 0.240
H 2.5511 -1.0411 2.4087 0.240
H 1.4904 -1.9109 1.5142 0.235
H 2.2431 1.4508 0.5000 0.494
```

## Properties
Relative energy (zero: lowest compared OMol25 entry of this formula, charge and spin) ... 94.19 kcal per mole
Lowest unoccupied orbital energy ... 0.6 eV
Largest force on an atom ... 0.0829 hartree/bohr
Gap between HOMO and LUMO ... 9.31 eV
Calculated total energy ... -896.43880 hartree



No. 3
Density functional theory data (ωB97M-V/def2-TZVPD) for the molecule C7H10S.

Structure (XYZ):
```
18
Properties=species:S:1:pos:R:3:nbo_charge:R:1
C -0.6485 -1.6463 -0.8241 -0.477
C 0.8125 -1.1254 -0.6784 -0.407
C 0.8849 -0.2548 0.5209 -0.227
C 1.6961 0.9622 0.8638 -0.391
C 0.3752 1.1310 0.2025 -0.283
C -1.0295 1.4376 0.6202 -0.177
C -2.0451 0.8139 0.0105 -0.369
H -0.7663 -2.3746 -1.6471 0.227
H -1.0205 -2.1589 0.0337 0.210
H 1.4500 -1.9975 -0.5346 0.202
H 1.1884 -0.6341 -1.5975 0.214
H 0.4794 -0.7447 1.3642 0.210
H 2.5137 1.2671 0.2059 0.217
H 1.8638 1.2119 1.9106 0.223
H 0.4748 1.4116 -0.8635 0.224
H -1.2072 2.1234 1.4489 0.212
H -3.1067 0.9156 0.3126 0.224
S -1.9150 -0.3380 -1.3485 0.166
```

## Properties
Relative energy (zero: lowest compared OMol25 entry of this formula, charge and spin) ... 42.30 kcal per mole
Lowest unoccupied orbital energy ... 1.0 eV
Largest force on an atom ... 0.0404 hartree/bohr
Gap between HOMO and LUMO ... 9.31 eV
Calculated total energy ... -670.83615 hartree



No. 4
Density functional theory data (ωB97M-V/def2-TZVPD) for the molecule C7H11BrN2O.

Structure (XYZ):
```
22
Properties=species:S:1:pos:R:3:nbo_charge:R:1
C 0.0670 0.3446 -1.4533 -0.329
C -1.2324 0.0514 -1.7574 -0.017
C 0.2020 0.0562 -0.0735 0.178
C 1.7639 1.5835 1.1150 -0.592
C 2.5894 -0.5877 0.1284 -0.595
C 1.4153 0.1291 0.7941 -0.251
C -3.1373 -0.7530 -0.3973 0.196
N -0.9442 -0.3587 0.4155 -0.283
N -1.8163 -0.3781 -0.6049 -0.254
O -3.0883 -1.8730 0.9548 -0.735
Br -4.2984 0.6648 0.1963 0.041
H 0.8244 0.7083 -2.1154 0.232
H -1.7850 0.1254 -2.6712 0.225
H 1.9724 2.1401 0.2036 0.202
H 2.6448 1.6204 1.7521 0.209
H 0.9388 2.0647 1.6350 0.217
H 3.4304 -0.6427 0.8169 0.212
H 2.9147 -0.0546 -0.7657 0.200
H 2.3069 -1.6013 -0.1501 0.215
H 1.1643 -0.3852 1.7285 0.221
H -3.6084 -1.3236 -1.1887 0.225
H -2.3242 -1.5305 1.4374 0.482
```

## Properties
Relative energy (zero: lowest compared OMol25 entry of this formula, charge and spin) ... 19.55 kcal per mole
Lowest unoccupied orbital energy ... 0.8 eV
Largest force on an atom ... 0.1035 hartree/bohr
Gap between HOMO and LUMO ... 10.45 eV
Calculated total energy ... -3032.04127 hartree



No. 5
Density functional theory data (ωB97M-V/def2-TZVPD) for the molecule C7H11BrO2.

Structure (XYZ):
```
21
Properties=species:S:1:pos:R:3:nbo_charge:R:1
C -0.4785 1.3182 0.2438 -0.008
C 0.8945 -1.0262 0.1806 -0.079
C -0.5605 -1.1517 -0.2442 -0.294
C -1.3344 0.0177 0.4522 -0.239
C 1.0103 1.3572 -0.0116 0.500
C -1.2826 -2.4651 0.0765 -0.617
C 1.8501 2.4148 -0.7038 -0.659
O 0.4755 1.6173 1.2264 -0.481
O 1.5531 0.1069 -0.2834 -0.508
Br -3.1959 0.2415 -0.2250 -0.007
H -1.1133 2.1310 0.0306 0.190
H 0.9342 -1.2423 1.2890 0.171
H 1.5535 -1.7617 -0.2409 0.210
H -0.6686 -1.2141 -1.4011 0.226
H -1.4064 -0.2727 1.5877 0.243
H -2.4547 -2.4471 -0.0856 0.236
H -1.0848 -2.7453 1.1390 0.198
H -0.9523 -3.3253 -0.4969 0.217
H 1.3875 3.4279 -0.3858 0.224
H 1.9195 2.4617 -1.8142 0.239
H 2.9537 2.5572 -0.3334 0.238
```

## Properties
Relative energy (zero: lowest compared OMol25 entry of this formula, charge and spin) ... 0.00 kcal per mole
Lowest unoccupied orbital energy ... 0.8 eV
Largest force on an atom ... 0.0666 hartree/bohr
Gap between HOMO and LUMO ... 10.54 eV
Calculated total energy ... -2997.74067 hartree



No. 6
Density functional theory data (ωB97M-V/def2-TZVPD) for the molecule C7H11ClN2OS.

Structure (XYZ):
```
23
Properties=species:S:1:pos:R:3:nbo_charge:R:1
C -3.7507 0.1993 0.6043 0.548
C -3.0670 0.4858 1.7990 -0.803
C 2.9019 -0.9625 -0.3658 -0.403
C 2.8828 0.5525 -0.2090 -0.422
C 1.4230 -1.3992 0.0373 -0.229
C 1.4110 0.9809 -0.3932 -0.239
C -0.6642 -0.3494 -0.7550 0.043
N -3.1308 0.8893 -0.5594 -0.820
N 0.6815 -0.3058 -0.3914 -0.375
O -4.7112 -0.4715 0.3818 -0.674
S -1.5344 1.1612 -0.9258 0.635
Cl -1.5204 -1.7367 -0.3314 0.182
H -2.3949 1.3271 1.5931 0.161
H -3.4165 0.2638 2.8170 0.216
H 3.1310 -1.3042 -1.4238 0.212
H 3.7671 -1.4797 0.2282 0.230
H 3.1098 0.6773 0.8241 0.214
H 3.5654 1.1809 -0.9349 0.235
H 1.1202 -2.1654 -0.6024 0.224
H 1.3978 -1.6474 1.1600 0.219
H 1.0920 1.8343 0.2537 0.238
H 1.3420 1.4137 -1.3759 0.206
H -3.6353 0.8557 -1.4306 0.403
```

## Properties
Relative energy (zero: lowest compared OMol25 entry of this formula, charge and spin) ... 26.74 kcal per mole
Lowest unoccupied orbital energy (alpha / beta) ... -1.2 / -1.2 eV
Largest force on an atom ... 0.1037 hartree/bohr
Gap between HOMO and LUMO (alpha / beta) ... 5.03 / 5.03 eV
Calculated total energy ... -1316.30306 hartree